No. 1
The following is a quantum chemistry calculation of one molecule with the formula C8H14OS at a distorted geometry, from OMol25.

Bonds (Å) are listed after each position.
CARTESIAN COORDINATES (ANGSTROEM)
1 C -0.93 -1.45 -0.27  C2 1.334, C3 1.511, H11 1.086
2 C -1.92 -0.71 0.23  C1 1.334, C5 1.501, S10 1.792
3 C 0.09 -1.06 -1.32  C1 1.511, C4 1.471, H12 1.099, H13 1.094
4 C 0.75 0.23 -1.09  C3 1.471, C8 1.483, H14 1.077
5 C -2.99 -1.30 1.09  C2 1.501, H15 1.089, H16 1.092, H17 1.089
6 C 3.00 0.45 -0.12  C8 1.543, H18 1.089, H19 1.087, H20 1.087
7 C 1.15 1.93 0.69  C8 1.531, H21 1.085, H22 1.088, H23 1.087
8 C 1.49 0.53 0.16  C4 1.483, C6 1.543, C7 1.531, H24 1.095
9 O -3.57 1.18 -0.52  S10 1.481
10 S -2.16 1.04 -0.11  C2 1.792, O9 1.481
11 H -0.87 -2.48 0.05  C1 1.086
12 H 0.85 -1.86 -1.32  C3 1.099
13 H -0.39 -1.07 -2.30  C3 1.094
14 H 0.77 0.98 -1.87  C4 1.077
15 H -2.59 -2.05 1.77  C5 1.089
16 H -3.75 -1.77 0.46  C5 1.092
17 H -3.49 -0.52 1.67  C5 1.089
18 H 3.28 1.16 -0.90  C6 1.089
19 H 3.28 -0.55 -0.46  C6 1.087
20 H 3.57 0.68 0.78  C6 1.087
21 H 0.09 2.01 0.90  C7 1.085
22 H 1.40 2.68 -0.06  C7 1.088
23 H 1.71 2.14 1.59  C7 1.087
24 H 1.24 -0.21 0.93  C8 1.095

The energy above the lowest of the compared OMol25 structures with the same formula, charge and spin comes out at 2.8926 eV. As for the strongest force on any atom: 1.2 eV Å⁻¹. As for the electronic energy: -21402.658 eV. The HOMO-LUMO gap (spin up / spin down) is 6.8 / 8.9 eV.

So, what does the natural (NBO) scheme give us? The charges, in e, come out as: -0.134, -0.259, -0.525, -0.062, -0.644, -0.591, -0.593, -0.303, -0.811, 0.964, 0.202, 0.218, 0.237, 0.185, 0.222, 0.231, 0.224, 0.204, 0.205, 0.208, 0.209, 0.203, 0.207, 0.202

No. 2
The following is a quantum chemistry calculation of one molecule with the formula C3H2F2 at a distorted geometry, from OMol25.

Bonds (Å) are listed after each position.
CARTESIAN COORDINATES (ANGSTROEM)
1 C -0.22 -0.01 -0.78  C2 1.286, C3 1.441, F4 1.283
2 C -0.67 -0.49 0.33  C1 1.286, C3 1.539, F5 1.369
3 C 0.56 0.44 0.35  C1 1.441, C2 1.539, H6 1.145, H7 1.115
4 F -0.38 0.03 -2.05  C1 1.283
5 F -1.44 -1.28 1.13  C2 1.369
6 H 1.48 -0.22 0.53  C3 1.145
7 H 0.69 1.54 0.49  C3 1.115

Its SMILES is FC1=C(F)C1. The energy above the lowest of the compared OMol25 structures with the same formula, charge and spin comes out at 1.9343 eV. As for the strongest force on any atom: 3.0 eV Å⁻¹. As for the electronic energy: -8574.231 eV. The HOMO-LUMO gap is 10.1 eV.

So, what does the natural (NBO) scheme give us? The charges, in e, come out as: 0.317, 0.315, -0.445, -0.268, -0.288, 0.172, 0.196

No. 3
The following is a quantum chemistry calculation of a 2-piece molecular cluster, C4H11N2 overall at a distorted geometry, from OMol25.

Bonds (Å) are listed after each position.
CARTESIAN COORDINATES (ANGSTROEM)
1 C -0.62 2.14 -1.02  N2 1.275, H3 1.085, H4 1.087
2 N 0.19 2.31 -0.05  C1 1.275, H5 1.019, H6 1.087
3 H -0.92 1.11 -1.23  C1 1.085
4 H -0.94 2.94 -1.68  C1 1.087
5 H 0.39 3.27 0.21  N2 1.019
6 H 0.92 1.55 0.22  N2 1.087
7 C -1.28 -2.17 -0.06  C8 1.496, H11 1.086, H12 1.089, H13 1.094
8 C -0.37 -1.18 0.60  C7 1.496, C9 1.324, H14 1.088
9 C 0.80 -0.83 0.09  C8 1.324, N10 1.441, H15 1.083
10 N 1.66 0.14 0.71  C9 1.441, H16 1.014, H17 1.015
11 H -1.13 -2.21 -1.13  C7 1.086
12 H -1.18 -3.17 0.38  C7 1.089
13 H -2.33 -1.90 0.12  C7 1.094
14 H -0.69 -0.70 1.52  C8 1.088
15 H 1.22 -1.34 -0.77  C9 1.083
16 H 2.61 0.04 0.38  N10 1.014
17 H 1.69 0.00 1.71  N10 1.015

As for the net charge: +1. The energy above the lowest of the compared OMol25 structures with the same formula, charge and spin comes out at 2.0952 eV. As for the strongest force on any atom: 1.4 eV Å⁻¹. As for the electronic energy: -7298.853 eV. The HOMO-LUMO gap is 7.9 eV.

So, what does the natural (NBO) scheme give us? The charges, in e, come out as: 0.145, -0.606, 0.225, 0.225, 0.423, 0.461, -0.650, -0.207, -0.076, -0.852, 0.221, 0.243, 0.229, 0.203, 0.211, 0.402, 0.403

No. 4
The following is a quantum chemistry calculation of one molecule with the formula C2H3N3O2 at a distorted geometry, from OMol25.

Bonds (Å) are listed after each position.
CARTESIAN COORDINATES (ANGSTROEM)
1 C 2.10 0.72 0.02  N3 1.521, N5 1.342, O6 1.175
2 C 0.07 -0.70 0.21  N4 1.385, N5 1.771, H8 1.183, H9 1.126
3 N 2.39 -0.74 0.31  C1 1.521, N4 1.409, O7 1.376
4 N 1.19 -1.47 0.46  C2 1.385, N3 1.409, O7 1.440
5 N 0.80 0.82 -0.31  C1 1.342, C2 1.771, H10 1.013
6 O 2.93 1.53 0.21  C1 1.175
7 O 2.05 -1.64 -0.68  N3 1.376, N4 1.440
8 H -0.80 -1.12 -0.48  C2 1.183
9 H -0.33 -0.31 1.19  C2 1.126
10 H 0.36 1.71 -0.53  N5 1.013

The energy above the lowest of the compared OMol25 structures with the same formula, charge and spin comes out at 6.0643 eV. As for the strongest force on any atom: 3.8 eV Å⁻¹. As for the electronic energy: -10677.260 eV. The multiplicity is 3. The HOMO-LUMO gap (spin up / spin down) is 6.1 / 6.7 eV.

So, what does the natural (NBO) scheme give us? The charges, in e, come out as: 0.590, -0.149, 0.128, -0.093, -0.700, -0.504, -0.167, 0.243, 0.230, 0.422

No. 5
The following is a quantum chemistry calculation of a 2-piece molecular cluster, C10H16O overall at a distorted geometry, from OMol25.

Bonds (Å) are listed after each position.
CARTESIAN COORDINATES (ANGSTROEM)
1 C 0.19 1.37 -2.87  C2 1.551, C3 1.541, H4 1.081, H5 1.098
2 C 1.53 2.12 -2.62  C1 1.551, H6 1.096, H8 1.075, H9 1.070
3 C -0.74 1.25 -1.65  C1 1.541, H7 1.078, H10 1.097, H11 1.088
4 H -0.39 1.89 -3.61  C1 1.081
5 H 0.42 0.35 -3.20  C1 1.098
6 H 1.70 2.28 -1.55  C2 1.096
7 H -0.25 0.74 -0.83  C3 1.078
8 H 1.63 2.98 -3.25  C2 1.075
9 H 2.30 1.41 -2.82  C2 1.070
10 H -0.94 2.27 -1.29  C3 1.097
11 H -1.67 0.74 -1.89  C3 1.088
12 C -2.02 -2.12 -0.51  C16 1.511, H24 1.108, H25 1.118, H27 1.123
13 C 1.17 -1.26 1.30  C14 1.418, C15 1.378, H20 1.099
14 C 0.12 -2.03 0.73  C13 1.418, C16 1.372, H21 1.091
15 C 0.78 0.01 1.70  C13 1.378, C17 1.379, O19 1.403
16 C -1.04 -1.39 0.39  C12 1.511, C14 1.372, C18 1.402
17 C -0.48 0.57 1.67  C15 1.379, C18 1.374, H23 1.074
18 C -1.40 -0.16 0.95  C16 1.402, C17 1.374, H26 1.114
19 O 1.67 0.80 2.43  C15 1.403, H22 0.957
20 H 2.22 -1.50 1.52  C13 1.099
21 H 0.56 -2.82 0.12  C14 1.091
22 H 2.38 0.36 2.90  O19 0.957
23 H -0.64 1.47 2.23  C17 1.074
24 H -1.56 -3.01 -0.98  C12 1.108
25 H -2.40 -1.46 -1.33  C12 1.118
26 H -2.41 0.20 0.65  C18 1.114
27 H -2.76 -2.73 0.06  C12 1.123

Its SMILES is Cc1ccc(O)cc1.CCC. The energy above the lowest of the compared OMol25 structures with the same formula, charge and spin comes out at 2.1210 eV. As for the strongest force on any atom: 3.8 eV Å⁻¹. As for the electronic energy: -12675.604 eV. The HOMO-LUMO gap is 9.3 eV.

So, what does the natural (NBO) scheme give us? The charges, in e, come out as: -0.393, -0.621, -0.600, 0.192, 0.190, 0.208, 0.210, 0.211, 0.206, 0.198, 0.197, -0.642, -0.271, -0.201, 0.284, -0.057, -0.258, -0.173, -0.715, 0.218, 0.214, 0.480, 0.239, 0.218, 0.222, 0.217, 0.227

No. 6
The following is a quantum chemistry calculation of a 2-piece molecular cluster, C25H30F3 overall, from OMol25.

Bonds (Å) are listed after each position.
CARTESIAN COORDINATES (ANGSTROEM)
1 C 5.44 -0.69 1.20  C2 1.540, C11 1.540, H12 1.094, H13 1.101
2 C 4.96 0.57 1.93  C1 1.540, C3 1.536, H14 1.098, H15 1.098
3 C 3.53 1.05 1.62  C2 1.536, C4 1.539, H16 1.092, H17 1.099
4 C 3.24 1.29 0.13  C3 1.539, C5 1.539, H18 1.098, H19 1.092
5 C 1.76 1.12 -0.25  C4 1.539, C6 1.507, H20 1.097, H21 1.098
6 C 1.16 -0.21 0.14  C5 1.507, C7 1.325, C8 1.507
7 C 0.29 -0.26 1.14  C6 1.325, H22 1.073, H23 1.073
8 C 1.55 -1.47 -0.58  C6 1.507, C9 1.538, H24 1.097, H25 1.098
9 C 2.98 -1.97 -0.28  C8 1.538, C10 1.539, H26 1.098, H27 1.092
10 C 3.27 -2.16 1.22  C9 1.539, C11 1.536, H28 1.092, H29 1.099
11 C 4.75 -2.01 1.60  C1 1.540, C10 1.536, H30 1.098, H31 1.098
12 H 5.38 -0.55 0.12  C1 1.094
13 H 6.52 -0.81 1.38  C1 1.101
14 H 5.07 0.42 3.01  C2 1.098
15 H 5.64 1.40 1.69  C2 1.098
16 H 2.81 0.33 2.02  C3 1.092
17 H 3.31 1.96 2.19  C3 1.099
18 H 3.60 2.29 -0.15  C4 1.098
19 H 3.85 0.62 -0.48  C4 1.092
20 H 1.18 1.92 0.22  C5 1.097
21 H 1.63 1.26 -1.33  C5 1.098
22 H -0.15 -1.19 1.44  C7 1.073
23 H 0.00 0.62 1.67  C7 1.073
24 H 0.84 -2.26 -0.31  C8 1.097
25 H 1.42 -1.32 -1.66  C8 1.098
26 H 3.18 -2.91 -0.82  C9 1.098
27 H 3.69 -1.27 -0.72  C9 1.092
28 H 2.66 -1.45 1.80  C10 1.092
29 H 2.89 -3.13 1.54  C10 1.099
30 H 5.29 -2.85 1.14  C11 1.098
31 H 4.86 -2.15 2.68  C11 1.098
32 F -6.72 0.89 3.30  C33 1.349
33 C -6.48 -0.36 2.85  F32 1.349, F34 1.347, F35 1.348, C36 1.520
34 F -6.00 -1.14 3.84  C33 1.347
35 F -7.61 -0.89 2.35  C33 1.348
36 C -5.45 -0.30 1.73  C33 1.520, C37 1.383, C48 1.381
37 C -4.53 -1.31 1.57  C36 1.383, C38 1.373, H49 1.077
38 C -3.61 -1.26 0.55  C37 1.373, C39 1.414, H50 1.076
39 C -3.59 -0.19 -0.37  C38 1.414, C40 1.419, C47 1.412
40 C -2.58 -0.19 -1.37  C39 1.419, C41 1.419, H51 1.077
41 C -2.23 0.75 -2.37  C40 1.419, C42 1.413, C46 1.412
42 C -1.22 0.39 -3.29  C41 1.413, C43 1.372, H52 1.077
43 C -0.87 1.21 -4.33  C42 1.372, C44 1.381, H53 1.075
44 C -1.51 2.42 -4.51  C43 1.381, C45 1.381, H54 1.077
45 C -2.48 2.82 -3.61  C44 1.381, C46 1.373, H55 1.076
46 C -2.81 2.03 -2.54  C41 1.412, C45 1.373, H56 1.073
47 C -4.59 0.79 -0.22  C39 1.412, C48 1.373, H57 1.071
48 C -5.48 0.74 0.83  C36 1.381, C47 1.373, H58 1.078
49 H -4.55 -2.14 2.26  C37 1.077
50 H -2.89 -2.06 0.44  C38 1.076
51 H -1.97 -1.07 -1.37  C40 1.077
52 H -0.71 -0.55 -3.16  C42 1.077
53 H -0.09 0.92 -5.01  C43 1.075
54 H -1.26 3.05 -5.35  C44 1.077
55 H -2.97 3.77 -3.74  C45 1.076
56 H -3.47 2.43 -1.79  C46 1.073
57 H -4.73 1.55 -0.96  C47 1.071
58 H -6.22 1.52 0.96  C48 1.078

As for the net charge: +1. As for the strongest force on any atom: 0.9 eV Å⁻¹. As for the electronic energy: -34556.957 eV. The HOMO-LUMO gap is 5.7 eV.

So, what does the natural (NBO) scheme give us? The charges, in e, come out as: -0.400, -0.397, -0.412, -0.401, -0.435, 0.065, -0.441, -0.442, -0.399, -0.412, -0.397, 0.188, 0.220, 0.208, 0.205, 0.202, 0.209, 0.215, 0.198, 0.205, 0.203, 0.189, 0.199, 0.199, 0.199, 0.215, 0.201, 0.203, 0.208, 0.205, 0.208, -0.304, 0.967, -0.304, -0.300, -0.018, -0.198, -0.101, -0.093, 0.134, -0.112, -0.086, -0.231, -0.072, -0.221, -0.107, -0.124, -0.190, 0.255, 0.233, 0.223, 0.228, 0.243, 0.241, 0.241, 0.217, 0.221, 0.250

Q: What is the electronic energy in the fourth record?
A: -10677.260 eV